Computed, not measured: an isolated molecule of C13H24O5, with ωB97M-V/def2-TZVPD.

Its SMILES is CO[C@@H](C[C@@H]1CO1)[C@@H](CCCCOC(C)=O)OC. For the energy relative to the best compared isomer or geometry (same formula, charge and spin), the calculation gives 67.9 kcal/mol. As for the energy: -885.82360 Ha.

```
! RIJCOSX wB97M-V def2-TZVPD def2/J DEFGRID3
* xyz 0 1
C 4.043 0.187 1.500
O 3.058 -0.687 0.993
C 2.193 -0.094 0.032
C 2.458 -0.758 -1.314
C 3.384 0.055 -2.180
C 2.962 1.422 -2.468
O 2.901 0.352 -3.436
C 0.714 -0.261 0.534
C 0.119 -1.618 0.221
C -1.341 -1.714 0.756
C -2.371 -1.840 -0.380
C -3.618 -1.009 -0.145
O -3.577 0.162 -0.983
C -4.735 0.897 -0.861
C -4.604 2.106 0.005
O -5.769 0.572 -1.432
O 0.695 -0.167 1.948
C 0.521 1.146 2.447
H 4.474 0.813 0.720
H 4.838 -0.425 1.906
H 3.618 0.817 2.280
H 2.399 0.972 0.012
H 3.003 -1.673 -1.121
H 1.575 -0.905 -1.919
H 4.434 -0.125 -2.059
H 2.002 1.689 -2.061
H 3.644 2.121 -2.916
H 0.094 0.529 0.109
H 0.111 -1.830 -0.837
H 0.734 -2.344 0.740
H -1.535 -0.784 1.275
H -1.376 -2.564 1.421
H -2.676 -2.876 -0.482
H -1.940 -1.557 -1.331
H -4.523 -1.568 -0.353
H -3.653 -0.683 0.894
H -4.144 1.799 0.938
H -5.574 2.539 0.192
H -3.970 2.847 -0.466
H -0.475 1.233 2.875
H 0.680 1.909 1.691
H 1.227 1.311 3.256
*
```

Results of the Mulliken charge analysis, in e, for atoms 1 through 2:
1 C -0.6986
2 O -0.4175


Computed, not measured: a structure of composition C13H25AlF12N2O18S7, with ωB97M-V/def2-TZVPD.

As for the energy: -6201.53510 Ha.

```
! RIJCOSX wB97M-V def2-TZVPD def2/J DEFGRID3
* xyz 1 2
Al -0.503 -0.529 1.243
C -4.738 -0.198 2.327
F -3.666 0.496 1.787
F -4.895 0.182 3.597
F -5.845 0.033 1.696
S -4.242 -2.105 2.426
O -5.066 -2.590 3.552
O -4.624 -2.738 1.205
N -2.451 -2.039 2.719
S -2.266 -2.612 4.226
O -0.900 -2.337 4.585
O -3.205 -2.168 5.259
C -2.358 -4.562 4.230
F -1.857 -5.033 3.041
F -1.613 -4.991 5.233
F -3.644 -4.961 4.322
C 2.646 -4.005 2.765
F 2.016 -3.475 3.867
F 3.839 -3.401 2.626
F 2.847 -5.266 2.958
S 1.593 -3.747 1.128
O 1.986 -4.845 0.225
O 0.192 -3.786 1.510
N 1.901 -2.080 0.698
S 3.119 -2.307 -0.281
O 4.243 -3.162 0.095
O 2.539 -2.488 -1.608
C 3.935 -0.516 -0.149
F 4.228 -0.172 1.073
F 5.007 -0.514 -0.988
F 3.026 0.327 -0.627
O -1.258 2.186 0.774
H -1.170 2.811 0.028
O 0.284 0.253 -1.460
S 0.483 0.636 -2.877
O -0.227 1.811 -3.464
O 2.106 0.608 -3.224
C 2.589 1.264 -4.368
C 3.709 0.373 -5.020
C 0.110 -0.850 -3.871
H 3.111 2.145 -3.995
H 1.915 1.725 -5.090
H 3.350 -0.466 -5.615
H 4.322 -0.092 -4.248
H 4.413 0.783 -5.745
H -0.926 -1.158 -3.728
H 0.874 -1.607 -3.692
H 0.195 -0.370 -4.846
O -5.177 -0.122 -1.130
S -3.791 0.149 -1.498
O -2.739 -0.525 -0.720
O -3.606 -0.244 -3.093
C -4.736 0.053 -3.973
C -4.255 0.335 -5.368
C -3.330 1.985 -1.591
H -5.303 0.869 -3.525
H -5.442 -0.772 -3.874
H -3.766 -0.564 -5.742
H -3.585 1.179 -5.534
H -5.159 0.486 -5.958
H -3.838 2.272 -2.512
H -2.241 2.015 -1.612
H -3.782 2.501 -0.743
O 3.090 3.205 0.571
S 2.380 2.682 1.738
O 1.622 1.459 1.638
O 3.349 2.638 3.068
C 4.531 3.479 3.131
C 4.112 4.516 4.174
C 1.116 4.084 2.249
H 4.898 3.843 2.172
H 5.318 2.804 3.470
H 5.051 5.012 4.418
H 3.890 3.998 5.107
H 3.327 5.230 3.926
H 1.785 4.938 2.357
H 0.658 3.737 3.175
H 0.499 4.297 1.376
*
```

Results of the Mulliken charge analysis, in e, for atoms 1 through 2:
1 Al 1.4595
2 C 0.6146


Computed, not measured: a structure of composition C13H25As2ITi, with ωB97M-V/def2-TZVPD.

As for the energy: -6128.38838 Ha.

```
! RIJCOSX wB97M-V def2-TZVPD def2/J DEFGRID3
* xyz 2 1
C 0.523 -1.120 -5.207
C 0.507 0.375 -5.520
H 1.548 -1.497 -5.162
H 0.006 -1.678 -5.993
H 0.036 -1.357 -4.258
H 0.876 0.973 -4.683
H 1.144 0.589 -6.383
H -0.499 0.721 -5.767
Ti -0.586 -0.900 -0.308
C -0.793 0.913 -1.270
H 0.182 1.425 -1.242
H -1.537 1.494 -0.705
H -1.121 0.752 -2.310
I -1.007 -2.993 -1.713
C 2.484 -2.703 1.064
As 1.309 -1.150 1.116
C 2.522 0.291 1.634
C 0.548 -1.464 2.946
C 1.409 -1.841 3.973
C 0.872 -2.152 5.238
C -0.502 -2.015 5.462
C -1.360 -1.548 4.450
C -0.824 -1.295 3.185
As -1.924 -0.582 1.670
C -3.633 -1.415 2.087
C -2.045 1.223 2.425
H 3.007 -2.666 0.103
H 1.866 -3.606 1.110
H 3.183 -2.661 1.904
H 1.929 1.194 1.839
H 3.072 -0.032 2.529
H 3.185 0.465 0.777
H 2.488 -1.894 3.791
H 1.549 -2.496 6.024
H -0.915 -2.273 6.438
H -2.426 -1.406 4.648
H -3.986 -1.080 3.069
H -4.322 -1.103 1.294
H -3.478 -2.500 2.060
H -1.044 1.668 2.484
H -2.484 1.165 3.428
H -2.675 1.831 1.767
*
```

Results of the Mulliken charge analysis, in e, for atoms 1 through 2:
1 C -0.4766
2 C -0.8912


Look up the energy of the third one.
-6128.38838 Ha


energy of number 3 (C13H25As2ITi)?
-6128.38838 Ha